Record 1
{
  "formula": "C10H10O3",
  "method": "ωB97M-V with the def2-TZVPD basis set",
  "symbols": ["C", "C", "C", "C", "C", "C", "C", "C", "C", "C", "O", "O", "O", "H", "H", "H", "H", "H", "H", "H", "H", "H", "H"],
  "positions_angstrom": [[-1.919, -0.443, -1.303], [-2.051, -0.466, 1.169], [-0.741, -1.048, -1.234], [-0.840, -1.085, 1.151], [-2.749, -0.134, -0.127], [2.115, -0.967, 0.023], [-0.109, -1.178, 0.000], [1.359, 0.399, -0.032], [1.248, 1.251, -1.313], [1.237, 1.103, 1.249], [-3.842, 0.421, -0.087], [3.277, -1.189, 0.015], [1.130, -1.864, 0.124], [-2.340, -0.028, -2.255], [-2.434, -0.379, 2.088], [-0.127, -1.332, -2.079], [-0.326, -1.427, 2.095], [1.490, 0.681, -2.165], [1.982, 2.085, -1.102], [0.200, 1.471, -1.150], [1.388, 0.692, 2.246], [0.214, 1.486, 1.468], [1.839, 1.952, 1.219]],
  "lowdin_spin": [0.163, 0.201, 0.041, 0.041, 0.078, 0.037, 0.217, 0.582, 0.052, 0.076, 0.333, 0.029, 0.064, 0.005, 0.012, -0.001, -0.001, -0.001, 0.020, 0.012, 0.001, 0.019, 0.019],
  "spin_multiplicity": 3,
  "homo_lumo_gap_ha": [0.2829, 0.2623],
  "e_lumo_ha": [0.02309, -0.10101]
}

***

Record 2
{
  "formula": "C3H5N3O",
  "method": "ωB97M-V with the def2-TZVPD basis set",
  "symbols": ["C", "C", "C", "N", "N", "N", "O", "H", "H", "H", "H", "H"],
  "positions_angstrom": [[0.867, -1.023, -0.847], [3.134, -0.321, -0.232], [-0.237, 0.631, 0.482], [1.998, -0.794, -0.350], [-0.250, -0.121, -0.655], [-1.316, 1.472, 0.448], [3.918, -0.325, 0.787], [0.575, -1.697, -1.624], [-0.882, 0.037, -1.441], [-2.029, 1.277, -0.264], [-1.340, 1.914, 1.432], [3.401, -0.693, 1.612]],
  "lowdin_charge": [-0.173, -0.269, -0.194, 0.066, -0.045, -0.005, 0.025, 0.111, 0.123, 0.085, 0.119, 0.158],
  "relative_energy_kj_mol": 520.0,
  "homo_lumo_gap_ha": [0.2942, 0.2942],
  "e_lumo_ha": [0.02043, 0.02042]
}

***

Record 3
{
  "formula": "C26H61N9O9",
  "method": "ωB97M-V with the def2-TZVPD basis set",
  "symbols": ["C", "N", "C", "C", "O", "H", "H", "H", "H", "H", "H", "H", "C", "N", "C", "C", "O", "H", "H", "H", "H", "H", "H", "H", "C", "N", "C", "C", "O", "H", "H", "H", "H", "H", "H", "H", "C", "N", "C", "C", "O", "H", "H", "H", "H", "H", "H", "H", "C", "N", "C", "C", "O", "H", "H", "H", "H", "H", "H", "H", "C", "N", "C", "C", "O", "H", "H", "H", "H", "H", "H", "H", "C", "N", "C", "C", "O", "H", "H", "H", "H", "H", "H", "H", "C", "N", "C", "C", "O", "H", "H", "H", "H", "H", "H", "H", "C", "C", "N", "O", "H", "H", "H", "H", "H"],
  "positions_angstrom": [[0.275, -5.298, -3.822], [0.558, -3.897, -3.604], [1.875, -3.571, -3.459], [2.135, -2.123, -3.098], [2.764, -4.400, -3.519], [-0.761, -5.417, -4.138], [0.480, -5.865, -2.912], [0.897, -5.665, -4.639], [-0.121, -3.157, -3.553], [2.551, -2.088, -2.094], [1.188, -1.578, -3.164], [2.792, -1.615, -3.802], [3.165, 3.021, 1.686], [4.542, 3.378, 1.924], [5.314, 3.000, 2.982], [4.604, 2.918, 4.323], [6.522, 2.868, 2.905], [2.552, 3.309, 2.544], [3.001, 1.987, 1.377], [2.780, 3.696, 0.916], [5.067, 3.519, 1.071], [3.719, 2.292, 4.172], [4.280, 3.901, 4.656], [5.234, 2.409, 5.044], [-4.540, -1.683, 1.264], [-4.784, -0.308, 1.666], [-4.763, 0.739, 0.825], [-5.196, 2.051, 1.393], [-4.302, 0.677, -0.312], [-5.374, -2.263, 1.661], [-3.651, -2.091, 1.752], [-4.408, -1.794, 0.194], [-4.871, -0.094, 2.643], [-6.274, 2.228, 1.321], [-4.807, 2.906, 0.843], [-4.916, 2.141, 2.444], [-0.420, -3.373, -0.258], [-1.019, -4.330, 0.645], [-0.402, -5.304, 1.312], [-1.258, -6.183, 2.236], [0.824, -5.426, 1.340], [0.156, -2.670, 0.345], [-1.104, -2.808, -0.884], [0.280, -3.912, -0.898], [-1.966, -4.138, 0.936], [-2.095, -6.568, 1.645], [-1.660, -5.571, 3.042], [-0.642, -7.001, 2.585], [-2.205, 1.312, 3.567], [-1.141, 1.689, 4.463], [-0.564, 2.911, 4.572], [0.784, 2.917, 5.257], [-1.022, 3.920, 4.066], [-3.094, 1.038, 4.149], [-2.003, 0.429, 2.956], [-2.440, 2.138, 2.901], [-0.699, 0.947, 4.977], [1.315, 1.975, 5.118], [0.707, 3.128, 6.325], [1.412, 3.699, 4.838], [0.158, 0.106, -5.495], [-1.143, 0.412, -4.893], [-1.938, -0.415, -4.206], [-3.204, 0.186, -3.647], [-1.708, -1.608, -4.023], [0.935, 0.739, -5.068], [0.160, 0.332, -6.563], [0.290, -0.965, -5.324], [-1.102, 1.381, -4.601], [-3.460, 1.127, -4.149], [-3.208, 0.483, -2.598], [-4.078, -0.453, -3.754], [2.773, -2.447, 1.587], [3.942, -1.885, 2.251], [4.860, -1.076, 1.672], [6.048, -0.676, 2.494], [4.672, -0.650, 0.533], [2.643, -3.475, 1.914], [2.974, -2.382, 0.516], [1.837, -1.892, 1.692], [3.959, -2.132, 3.226], [6.427, 0.269, 2.127], [6.771, -1.491, 2.434], [5.686, -0.649, 3.525], [-3.012, 4.173, -1.862], [-2.185, 4.624, -2.952], [-1.133, 3.901, -3.439], [-0.533, 4.317, -4.734], [-0.767, 2.885, -2.850], [-2.718, 4.655, -0.923], [-2.815, 3.111, -1.692], [-4.095, 4.255, -1.920], [-2.654, 5.218, -3.619], [-0.239, 3.502, -5.384], [0.348, 4.881, -4.411], [-1.235, 4.970, -5.254], [0.835, 0.282, -0.346], [-0.632, 0.170, 0.042], [-1.510, 0.918, -0.643], [-0.994, -0.598, 0.938], [1.276, -0.709, -0.303], [1.388, 0.940, 0.321], [0.895, 0.687, -1.358], [-2.496, 0.766, -0.420], [-1.288, 1.262, -1.567]],
  "lowdin_charge": [-0.078, 0.003, -0.561, 0.006, 0.041, 0.083, 0.085, 0.084, 0.081, 0.075, 0.050, 0.086, -0.081, 0.009, -0.551, -0.002, 0.037, 0.070, 0.068, 0.090, 0.139, 0.055, 0.088, 0.082, -0.050, 0.027, -0.534, 0.007, -0.005, 0.083, 0.075, 0.089, 0.127, 0.091, 0.081, 0.073, -0.055, 0.016, -0.550, -0.004, 0.022, 0.050, 0.089, 0.081, 0.125, 0.075, 0.076, 0.076, -0.080, 0.008, -0.552, -0.011, 0.042, 0.076, 0.063, 0.082, 0.129, 0.070, 0.086, 0.070, -0.050, 0.018, -0.538, 0.005, 0.021, 0.085, 0.080, 0.074, 0.089, 0.079, 0.046, 0.088, -0.065, 0.004, -0.558, 0.007, 0.016, 0.078, 0.073, 0.068, 0.126, 0.073, 0.090, 0.078, -0.073, 0.018, -0.530, 0.014, 0.005, 0.090, 0.059, 0.089, 0.129, 0.079, 0.103, 0.083, 0.025, -0.560, 0.190, -0.019, 0.051, 0.065, 0.077, 0.056, 0.053],
  "smiles": "CNC(C)=O.CNC(C)=O.CNC(C)=O.CNC(C)=O.CNC(C)=O.CNC(C)=O.CNC(C)=O.CNC(C)=O.CC(N)=O",
  "relative_energy_kj_mol": 0.0,
  "homo_lumo_gap_ha": 0.3363,
  "e_lumo_ha": 0.00848
}

***

These records have largest force on an atom values of 4.28; 3.85; 2.48 eV/A, in the order they appear.
These records have electronic energy values of -16669.5369; -9705.1946; -59793.5920 eV, in the order they appear.